Formula: CH4O4
Source: the Open Molecules 2025 dataset
Level of theory: the ωB97M-V functional and the def2-TZVPD basis

Properties
* electronic energy: -9286.523 eV
* LUMO (alpha / beta): 0.3 / 0.3 eV
* E_HOMO (alpha / beta): -8.1 / -8.1 eV
* ΔE to the lowest compared entry with this formula, charge and spin: 132.9 kcal/mol

The geometry in ORCA input format:
```
! RIJCOSX wB97M-V def2-TZVPD def2/J DEFGRID3
* xyz 0 1
C -0.714 -0.744 0.271
O -0.164 -1.230 1.313
O -0.115 -0.799 -0.906
O 0.892 1.486 -0.667
O 0.135 1.461 0.447
H -1.794 -0.850 0.363
H 0.762 -1.456 1.220
H 0.499 -0.070 -0.937
H 0.499 2.202 -1.104
*
```



Formula: CH4OP2
Source: the Open Molecules 2025 dataset
Level of theory: the ωB97M-V functional and the def2-TZVPD basis

Properties
* electronic energy: -21724.297 eV
* LUMO: 0.3 eV
* E_HOMO: -8.8 eV
* ΔE to the lowest compared entry with this formula, charge and spin: 39.5 kcal/mol

The geometry in ORCA input format:
```
! RIJCOSX wB97M-V def2-TZVPD def2/J DEFGRID3
* xyz 0 1
O -1.911 -0.217 -3.496
C -1.710 0.777 -2.905
P -1.203 2.082 -2.002
H -0.022 1.971 -2.506
P 0.388 0.481 0.619
H 0.774 -0.562 1.451
H 1.497 1.203 1.221
H 1.351 -0.207 -0.347
*
```



no.,largest force on an atom (eV/Å)
1,4.30
2,4.36